[1]
{
  "formula": "C4H3LiMgO2",
  "method": "ωB97M-V/def2-TZVPD",
  "spin_multiplicity": 1,
  "homo_energy_ev": [-15.6, -15.6],
  "charge": 2,
  "e_tot_ha": -511.61502,
  "elements": ["Mg", "O", "O", "C", "C", "C", "C", "Li", "H", "H", "H"],
  "xyz": [[-0.954, -0.655, -3.280], [0.078, -0.495, -1.727], [1.958, -0.228, 1.625], [-0.266, 0.876, 1.492], [-0.817, 0.679, 0.180], [-0.275, -0.474, -0.409], [0.802, 0.027, 1.584], [1.901, -0.956, -1.466], [-1.132, 1.554, -0.399], [-0.831, 1.142, 2.386], [-0.464, -1.470, 0.012]]
}

[2]
{
  "formula": "C4H3LiMnO2",
  "method": "ωB97M-V/def2-TZVPD",
  "spin_multiplicity": 6,
  "homo_energy_ev": [-15.7, -15.5],
  "charge": 2,
  "e_tot_ha": -1462.50956,
  "elements": ["Mn", "O", "O", "C", "C", "C", "C", "Li", "H", "H", "H"],
  "xyz": [[3.456, 0.723, -0.357], [-2.964, -0.449, -0.719], [1.858, 0.080, -0.815], [0.621, 0.391, -0.359], [0.125, -0.140, 0.782], [-2.214, -0.201, 0.139], [-1.304, -0.120, 1.103], [1.262, -0.837, -2.334], [0.063, 1.123, -0.954], [0.769, -0.749, 1.428], [-1.671, 0.179, 2.087]]
}

[3]
{
  "formula": "C4H3LiOTl",
  "method": "ωB97M-V/def2-TZVPD",
  "spin_multiplicity": 2,
  "homo_energy_ev": [-18.0, -19.0],
  "charge": 2,
  "e_tot_ha": -408.53578,
  "elements": ["Tl", "O", "C", "C", "C", "C", "Li", "H", "H", "H"],
  "xyz": [[-0.517, -1.812, 0.405], [0.930, -1.814, -0.861], [-1.576, 0.663, 2.244], [0.572, 0.504, -1.271], [-1.237, -0.290, 1.550], [1.160, -0.725, -1.480], [-0.034, 1.358, 0.585], [-1.915, 1.491, 2.849], [2.203, -0.532, -1.881], [0.413, 1.157, -2.140]]
}

[4]
{
  "formula": "C4H3N",
  "method": "ωB97M-V/def2-TZVPD",
  "spin_multiplicity": 1,
  "homo_energy_ev": -10.7,
  "charge": 0,
  "e_tot_ha": -208.71440,
  "elements": ["N", "C", "C", "C", "C", "H", "H", "H"],
  "xyz": [[-3.353, -0.104, 0.122], [-0.233, -1.089, -0.061], [-4.504, 0.111, -0.181], [-0.481, 0.497, 0.124], [-1.431, -0.320, -0.124], [-0.375, 1.495, 0.509], [0.236, -1.538, -0.872], [-0.210, -1.760, 0.784]]
}